Entry 1:
Here is a structure of composition C44H43ILaN6O10S from the OMol25 dataset. Energies are from the ωB97M-V functional and the def2-TZVPD basis.

Geometry (Å):
La: 0.708 -0.854 -0.523
I: 4.576 -2.990 2.847
S: -2.963 5.051 1.576
O: 0.698 1.607 -0.869
O: 3.116 -1.596 0.529
O: 1.240 -2.854 -1.517
O: 1.252 3.574 -1.703
O: -0.527 -0.668 -2.529
O: -1.363 1.064 -3.673
O: -1.742 5.128 2.481
O: 2.579 -0.365 -2.598
O: 2.532 -3.748 -3.714
O: -0.711 -0.671 1.418
N: 2.044 -1.143 7.396
N: -1.807 -2.679 1.212
N: 1.621 0.555 1.902
N: -1.012 -2.792 0.073
N: 0.941 1.872 5.803
N: 3.865 -2.762 -1.270
C: -2.304 -1.428 3.048
C: -2.463 1.675 -0.789
C: -2.635 -0.156 3.543
C: 3.967 -3.779 0.917
C: -0.544 -5.772 -3.752
C: -3.746 6.232 -0.652
C: 1.656 1.742 -3.129
C: -2.810 -2.577 3.705
C: 2.508 0.316 2.871
C: -3.709 6.869 -1.895
C: 2.996 1.030 -2.816
C: 1.295 -1.419 6.572
C: -3.361 0.827 -0.237
C: -0.606 -4.258 -1.822
C: -1.398 6.157 -0.433
C: -3.548 -0.050 4.594
C: -4.041 -1.180 5.165
C: -2.447 7.167 -2.392
C: 1.926 -0.502 -3.877
C: 3.159 -0.267 -4.811
C: -0.448 0.342 -3.355
C: -1.171 -5.301 -2.637
C: 1.256 -4.245 -3.350
C: 2.379 0.806 4.188
C: 1.108 2.376 -1.801
C: 0.634 -3.732 -2.210
C: 0.753 1.545 2.157
C: 0.702 -5.243 -4.106
C: -3.844 2.432 1.443
C: -1.276 6.835 -1.610
C: -2.997 3.357 0.840
C: -4.125 1.213 0.896
C: -3.730 -2.433 4.710
C: 0.308 -1.687 5.619
C: -1.284 -3.831 -0.631
C: -2.331 2.996 -0.313
C: 1.234 1.531 4.481
C: 0.948 0.673 -3.899
C: 0.490 1.996 3.382
C: -1.534 -1.541 1.808
C: 2.991 -4.060 -5.006
C: 3.801 0.945 -4.048
C: 3.669 -2.576 0.063
C: -2.629 5.907 0.077
H: 3.657 -1.977 -1.895
H: 3.015 -4.351 1.052
H: -1.600 3.590 -0.759
H: 2.922 0.004 -5.811
H: -1.031 -6.568 -4.353
H: 1.460 -1.466 -4.025
H: 2.249 -3.907 -5.745
H: -4.616 7.066 -2.486
H: -2.161 0.786 3.126
H: -2.123 -5.716 -2.293
H: 0.301 -0.919 4.816
H: -2.096 -4.471 -0.292
H: -4.845 -1.017 5.894
H: 3.387 -5.080 -4.982
H: 4.239 -3.605 -1.669
H: -4.137 -3.355 5.075
H: 3.513 1.479 -2.015
H: 0.739 1.003 -5.010
H: -3.526 -0.129 -0.723
H: -0.651 -1.635 6.132
H: 3.747 -3.265 -5.118
H: -0.280 2.754 3.572
H: -2.571 -3.517 3.244
H: 0.331 2.653 5.997
H: 0.495 -2.682 5.237
H: -2.327 7.678 -3.352
H: 3.117 0.556 4.976
H: -3.877 0.918 4.976
H: -4.726 6.062 -0.120
H: -1.883 1.357 -1.706
H: -4.354 2.713 2.419
H: 0.299 1.983 1.276
H: 1.214 -5.697 -4.987
H: 1.920 2.647 -3.674
H: 3.777 1.854 -4.644
H: -0.601 5.760 0.186
H: 4.771 -4.524 0.529
H: 3.307 -0.313 2.563
H: 1.619 1.694 6.522
H: -0.329 6.949 -2.022
H: 4.815 0.588 -3.791
H: 3.857 -1.111 -4.833
H: -4.864 0.549 1.364

- net charge = -1
- energy relative to the best compared isomer or geometry (same formula, charge and spin) (kcal per mole) = 15.06
- largest force on an atom (hartree/bohr) = 0.0629
- HOMO (eV) = -5.01
- M (g/mol) = 1113.7
- HOMO-LUMO gap (eV) = 6.8
- DFT total energy (hartree) = -3511.1417

Results of the Mulliken charge analysis, in e, for atoms 1 through 5: 2.17 0.02 0.27 0.07 -0.65

Entry 2:
Here is a structure of composition C44H43N3O7PPbSSb from the OMol25 dataset. Energies are from the ωB97M-V functional and the def2-TZVPD basis.

Geometry (Å):
Pb: 0.022 -0.060 -1.061
Sb: -0.069 -3.518 2.608
S: 1.344 -1.158 1.546
P: 3.636 -0.585 -2.078
O: 2.449 -1.360 2.437
O: -0.144 4.186 -2.728
O: 2.163 -0.225 -1.970
O: 1.286 -2.125 0.431
O: -4.002 0.952 2.169
O: 1.188 0.217 1.020
O: 0.007 -1.511 2.349
N: -2.678 -0.314 0.842
N: 0.403 2.100 -2.153
N: -1.784 2.062 -0.382
C: -3.277 4.389 -0.025
C: 0.379 0.677 -4.660
C: -3.111 0.829 1.169
C: -4.697 -4.651 0.544
C: -5.493 -2.948 -0.951
C: -1.956 -5.462 -1.376
C: 1.422 2.453 -3.167
C: -4.307 -0.404 2.585
C: -1.012 -4.342 0.945
C: -3.541 3.251 0.716
C: 4.622 0.852 -2.463
C: -2.270 -4.142 -1.067
C: -5.415 -4.288 -0.585
C: -1.922 -3.780 5.095
C: -1.529 3.172 -1.075
C: -0.750 -3.260 4.563
C: -2.249 4.348 -0.957
C: -3.373 -1.286 1.724
C: -1.794 -3.566 0.099
C: 2.502 -4.811 1.662
C: 1.020 3.895 -3.563
C: -4.044 -3.676 1.290
C: 3.650 -5.569 1.812
C: 4.040 -6.006 3.074
C: -4.845 -1.980 -0.198
C: 1.596 -0.225 -6.532
C: -0.237 -2.167 6.626
C: 2.133 -4.926 4.062
C: -0.690 -5.664 0.660
C: -4.105 -2.339 0.925
C: -2.781 2.108 0.484
C: 0.105 -2.451 5.312
C: -0.379 3.101 -2.010
C: 2.589 1.470 -5.142
C: 1.452 1.500 -4.340
C: 0.451 -0.185 -5.749
C: -1.411 -2.677 7.170
C: -1.176 -6.223 -0.516
C: 2.663 0.614 -6.232
C: 4.366 -1.283 -0.613
C: 1.754 -4.492 2.797
C: -2.249 -3.481 6.411
C: 3.872 -1.745 -3.409
C: 3.288 -5.685 4.194
H: 4.930 -1.969 -3.557
H: 1.549 -4.685 4.939
H: -0.536 0.720 -4.077
H: 3.423 2.131 -4.922
H: -5.921 -5.043 -1.173
H: 4.244 -5.823 0.943
H: -0.942 -7.253 -0.754
H: -5.359 -0.590 2.380
H: -3.485 -3.960 2.173
H: -4.121 -0.483 3.651
H: 5.666 0.563 -2.594
H: 2.394 2.435 -2.677
H: -2.565 -4.431 4.519
H: -2.627 -1.768 2.359
H: -1.672 -2.446 8.195
H: -0.393 -0.818 -5.992
H: -3.860 5.288 0.118
H: -2.047 -2.540 0.344
H: 5.424 -1.479 -0.794
H: 3.596 -6.027 5.173
H: 1.776 4.643 -3.345
H: 4.555 1.572 -1.647
H: 2.197 -4.462 0.685
H: -4.322 3.228 1.461
H: -1.998 5.200 -1.571
H: 4.267 -0.581 0.217
H: 0.708 3.973 -4.600
H: -0.091 -6.265 1.333
H: 4.260 1.304 -3.389
H: -6.063 -2.660 -1.826
H: -3.157 -3.883 6.842
H: 3.334 -2.666 -3.180
H: 4.934 -6.606 3.183
H: -4.645 -5.690 0.844
H: 3.551 0.605 -6.851
H: -2.904 -3.562 -1.726
H: 3.458 -1.308 -4.319
H: 3.859 -2.209 -0.344
H: -4.908 -0.938 -0.493
H: 1.653 -0.895 -7.380
H: 1.013 -2.036 4.890
H: -2.328 -5.903 -2.293
H: 0.416 -1.545 7.224

- net charge = +2
- energy relative to the best compared isomer or geometry (same formula, charge and spin) (kcal per mole) = 0.00
- largest force on an atom (hartree/bohr) = 0.0204
- HOMO (eV) = -13.16
- M (g/mol) = 1117.8
- HOMO-LUMO gap (eV) = 8.1
- DFT total energy (hartree) = -3565.6960

Results of the Mulliken charge analysis, in e, for atoms 1 through 5: 1.52 2.50 0.90 0.94 -0.60

Entry 3:
Here is a structure of composition C44H43N8O3PS3Tl from the OMol25 dataset. Energies are from the ωB97M-V functional and the def2-TZVPD basis.

Geometry (Å):
Tl: 0.422 0.857 0.557
S: 3.206 -1.380 2.169
S: 1.556 -2.032 -0.388
S: 2.295 -4.821 0.959
P: -0.252 0.249 -2.706
O: 1.091 1.170 -2.868
O: 0.333 -1.088 -3.393
O: -1.053 0.970 -3.955
N: 0.842 2.233 4.038
N: -1.872 1.709 -0.206
N: -1.612 3.958 0.470
N: 0.218 0.173 3.054
N: -0.400 -2.114 2.811
N: -1.478 -0.844 1.093
N: -0.669 2.821 2.305
N: -2.966 -0.340 -0.661
C: 3.905 -4.081 1.436
C: 2.372 6.288 2.815
C: 0.274 4.882 1.752
C: 0.612 -1.212 4.866
C: 0.983 0.083 5.240
C: 2.345 -4.672 -0.862
C: 4.022 -0.988 0.593
C: -1.476 -3.154 0.875
C: -1.787 -5.342 0.033
C: -1.298 -4.509 1.041
C: -1.045 -1.991 1.674
C: 0.851 -2.291 5.686
C: 1.634 0.331 6.425
C: 0.586 6.097 1.187
C: -2.182 -1.171 -0.004
C: -2.422 0.879 -4.344
C: 0.831 3.437 -3.760
C: -5.664 4.006 -1.533
C: -3.644 3.140 -0.657
C: -4.075 1.839 -0.930
C: 1.505 -2.044 6.896
C: 0.453 -2.410 -5.389
C: 1.899 -0.764 7.253
C: 0.386 3.046 3.111
C: 2.053 5.050 3.379
C: -2.654 -3.451 -1.216
C: -0.738 3.855 1.436
C: -2.440 -4.824 -1.075
C: -2.296 2.988 -0.080
C: 1.546 -3.498 -1.451
C: -6.097 2.716 -1.803
C: -4.421 4.237 -0.943
C: 1.090 2.562 -2.544
C: -2.163 -2.631 -0.224
C: 0.995 4.365 2.829
C: 1.656 6.800 1.744
C: -3.005 -0.523 -4.304
C: 0.898 -1.130 -4.711
C: -2.937 0.963 -0.579
C: 3.852 -3.047 2.555
C: 3.266 -1.433 -0.681
C: 0.089 -1.091 3.491
C: -5.312 1.605 -1.489
C: 0.650 0.936 4.082
H: 5.020 -1.424 0.632
H: -3.013 -0.904 -3.286
H: 1.576 3.227 -4.527
H: 0.922 -2.501 -6.369
H: 4.521 -4.909 1.785
H: 0.733 -3.272 -4.782
H: -3.018 1.561 -3.730
H: 3.806 -2.242 -1.173
H: -4.072 5.240 -0.737
H: 3.167 -0.606 -1.383
H: -2.439 1.252 -5.371
H: 0.556 -3.290 5.395
H: -0.629 -2.426 -5.512
H: 4.365 -3.670 0.539
H: -7.063 2.572 -2.266
H: 0.489 -3.741 -1.558
H: -3.183 -3.045 -2.067
H: 0.023 6.484 0.349
H: 1.955 1.329 6.690
H: -0.155 3.235 -4.169
H: 1.939 -3.224 -2.431
H: -1.636 -6.411 0.112
H: 3.198 6.857 3.219
H: 4.132 0.095 0.612
H: -2.410 -1.190 -4.929
H: 2.428 -0.614 8.184
H: 1.725 -2.869 7.560
H: 0.897 4.488 -3.478
H: 1.934 7.761 1.333
H: -5.657 0.598 -1.681
H: -6.299 4.847 -1.777
H: 4.863 -2.898 2.938
H: -0.806 -4.903 1.916
H: 0.344 2.769 -1.767
H: -2.788 -5.494 -1.850
H: 0.592 -0.251 -5.280
H: 1.986 -1.108 -4.615
H: 2.080 2.776 -2.138
H: 2.614 4.646 4.210
H: 1.954 -5.612 -1.251
H: -4.026 -0.500 -4.684
H: 3.397 -4.612 -1.136
H: 3.218 -3.389 3.375

- net charge = +1
- largest force on an atom (hartree/bohr) = 0.0160
- HOMO (eV) = -9.82
- M (g/mol) = 1063.4
- HOMO-LUMO gap (eV) = 4.9
- DFT total energy (hartree) = -4074.5605

Results of the Mulliken charge analysis, in e, for atoms 1 through 5: 1.34 0.21 -0.13 -0.04 0.55

Entry 4:
Here is a cluster of 5 separate species, C44H44BIN4O10P2 in total from the OMol25 dataset. Energies are from the ωB97M-V functional and the def2-TZVPD basis.

Geometry (Å):
I: 0.353 3.427 4.184
P: 3.939 2.171 -0.163
P: 2.157 -2.802 -1.517
O: -2.249 2.434 2.679
O: -1.952 3.378 0.631
O: 3.470 -2.205 -2.302
O: 0.085 -3.827 0.850
O: -1.931 -0.301 0.200
O: 2.926 5.418 3.176
O: -1.861 -3.378 -0.492
O: 2.957 3.385 2.243
O: 1.220 -3.735 -2.499
O: 2.117 0.474 -2.075
N: -3.300 -6.438 1.959
N: -2.657 -6.228 -4.474
N: -6.693 4.722 1.989
N: 7.819 -1.759 -0.480
C: 2.665 6.552 0.581
C: -4.131 2.582 1.060
C: -3.501 -5.922 0.745
C: -1.477 1.240 2.651
C: -7.346 5.300 4.225
C: -8.757 3.907 2.901
C: 0.181 0.686 0.847
C: -0.140 1.421 1.953
C: -2.713 -5.918 -5.769
C: 3.961 2.810 -2.983
C: 0.921 4.982 0.317
C: -5.373 -7.329 0.327
C: 1.641 0.049 -1.048
C: 10.028 -0.842 -0.664
C: 1.183 -1.388 -0.907
C: -4.519 -6.328 -0.105
C: -2.079 -3.658 -5.381
C: -8.511 4.564 4.095
C: 8.746 -1.066 -1.141
C: -0.549 -4.052 2.113
C: 8.166 -2.252 0.709
C: 9.418 -2.083 1.278
C: 2.210 7.260 -0.492
C: 2.638 4.743 2.216
C: 3.481 3.291 -1.598
C: 2.295 1.798 0.638
C: 10.368 -1.362 0.573
C: 0.030 -1.575 -0.271
C: -0.721 -0.382 0.266
C: 0.456 5.703 -0.746
C: -7.819 4.017 1.886
C: 1.384 0.887 0.182
C: -2.018 -3.959 -4.031
C: -2.313 -5.254 -3.632
C: 2.033 5.407 1.007
C: -2.675 2.819 1.429
C: 4.684 0.596 -0.767
C: -5.179 -7.879 1.583
C: 0.793 2.331 2.416
C: -4.133 -7.399 2.356
C: -6.476 5.347 3.146
C: 1.083 6.843 -1.156
C: 1.991 2.516 1.794
C: -2.433 -4.657 -6.274
B: -0.630 -2.997 0.021
H: 9.643 -2.505 2.248
H: -2.997 -6.730 -6.430
H: -2.493 -4.464 -7.336
H: -0.427 5.389 -1.289
H: -4.601 3.577 1.128
H: -2.582 -3.011 0.036
H: 0.830 -3.237 -3.237
H: 4.889 2.240 -2.971
H: 0.108 -4.681 2.712
H: -2.031 0.390 2.261
H: -4.193 2.290 0.015
H: -4.623 1.887 1.739
H: -1.245 1.006 3.694
H: 10.740 -0.274 -1.247
H: -5.553 5.915 3.202
H: -9.655 3.322 2.758
H: -5.823 -8.663 1.957
H: 11.358 -1.209 0.983
H: 3.158 2.268 -3.478
H: -0.734 -3.122 2.667
H: 3.540 6.891 1.123
H: -6.179 -7.676 -0.308
H: 2.773 8.140 -0.778
H: -7.116 5.828 5.140
H: -7.969 3.516 0.936
H: -4.636 -5.873 -1.079
H: 4.119 -2.917 -2.268
H: 4.208 -0.261 -0.277
H: -1.502 -4.578 2.018
H: 0.400 4.081 0.606
H: -1.855 -2.658 -5.734
H: 7.393 -2.812 1.224
H: 8.435 -0.675 -2.104
H: -1.746 -3.209 -3.299
H: 5.753 0.514 -0.571
H: 0.717 7.425 -1.992
H: -2.272 -5.534 -2.584
H: -3.946 -7.797 3.347
H: 2.390 3.356 -1.648
H: -9.218 4.503 4.913
H: 4.118 3.700 -3.603
H: 3.825 4.295 -1.348
H: 4.545 0.414 -1.836
H: -2.806 -5.145 0.449

- structure (SMILES) = CCP(C)c1c(OC(=O)c2ccccc2)c(I)c(COC(C)=O)c2c1C(=O)C(P(O)O)=C(B(O)OC)C2=O.c1ccncc1.c1ccncc1.c1ccncc1.c1ccncc1
- largest force on an atom (hartree/bohr) = 0.0620
- HOMO (eV) = -7.64
- M (g/mol) = 988.5
- HOMO-LUMO gap (eV) = 6.5
- DFT total energy (hartree) = -3679.7757

Results of the Mulliken charge analysis, in e, for atoms 1 through 5: 0.12 -0.05 0.06 -0.27 -0.47

Which formula does entry 1 have? C44H43ILaN6O10S

Which of these has the highest M? C44H43N3O7PPbSSb

Which of these has the lowest largest force on an atom? C44H43N8O3PS3Tl

Which formula does entry 1 have? C44H43ILaN6O10S